[1]
{"formula": "C26H16Cl4N5O2OsTe", "method": "ωB97M-V/def2-TZVPD", "lumo_energy_ev": [-4.58, -4.58], "orbital_gap_ev": [5.70, 5.70], "total_charge": 1, "species": ["Os", "Te", "Cl", "Cl", "Cl", "Cl", "O", "O", "N", "N", "N", "N", "N", "C", "C", "C", "C", "C", "C", "C", "C", "C", "C", "C", "C", "C", "C", "C", "C", "C", "C", "C", "C", "C", "C", "C", "C", "C", "C", "H", "H", "H", "H", "H", "H", "H", "H", "H", "H", "H", "H", "H", "H", "H", "H"], "xyz": [[0.0287, 0.1650, -0.0712], [1.3557, -1.7507, -1.2270], [-1.9331, 3.8922, -5.3167], [0.3489, 3.9448, -3.1402], [-3.9432, -0.5821, -2.9901], [-4.0924, 1.6373, -5.2228], [-1.5861, -0.2228, -1.2076], [0.1462, 1.6869, -1.2203], [-0.9412, 1.0401, 1.4678], [1.5230, 1.2490, 0.9615], [-2.1355, 0.5403, 1.8886], [-1.0326, -1.3464, 1.0846], [-2.0660, -3.4232, 1.2698], [-2.1649, -0.7322, 1.6507], [-0.7659, 1.6909, -2.2142], [-1.8550, 2.6733, -4.1096], [-0.3914, 2.0387, 2.0638], [-1.0473, -2.6453, 0.9364], [-3.3303, -1.5337, 1.9749], [-2.8203, 1.6518, -4.0730], [4.2889, -1.8470, -0.4212], [5.6337, -1.5068, -0.4673], [1.7545, 3.2494, 2.3045], [-5.5020, -3.1670, 2.5402], [-2.7568, 0.6563, -3.1076], [-1.7094, 0.6611, -2.1856], [3.8625, -0.3757, -2.2880], [3.6588, 2.2781, 1.2746], [-0.8361, 2.7015, -3.1678], [-4.5120, -0.9745, 2.4695], [5.2088, -0.0438, -2.3297], [6.0919, -0.6042, -1.4165], [3.1118, 3.2794, 2.0616], [3.4011, -1.2685, -1.3232], [-4.3448, -3.7363, 2.0519], [2.8427, 1.2967, 0.7412], [-3.2642, -2.9092, 1.7692], [0.9940, 2.2273, 1.7479], [-5.5870, -1.7881, 2.7488], [3.1728, 0.0728, -2.9918], [-0.9081, 2.5964, 2.8348], [7.1419, -0.3475, -1.4541], [-0.1693, -3.1217, 0.5180], [5.5675, 0.6511, -3.0773], [6.3237, -1.9522, 0.2366], [-1.9777, -4.4187, 1.1290], [3.2559, 0.5265, 0.1179], [-4.2752, -4.8032, 1.8866], [-6.3517, -3.7972, 2.7616], [-6.5027, -1.3595, 3.1292], [3.9303, -2.5454, 0.3225], [4.7176, 2.2425, 1.0640], [3.7305, 4.0611, 2.4787], [-4.5612, 0.0938, 2.6207], [1.2715, 3.9987, 2.9158]], "nbo_charge": [1.063, 0.303, 0.076, 0.064, 0.055, 0.081, -0.644, -0.577, -0.246, -0.413, -0.308, -0.540, -0.520, 0.425, 0.242, -0.093, 0.102, 0.367, -0.161, -0.073, -0.241, -0.204, -0.188, -0.144, -0.101, 0.236, -0.242, -0.214, -0.104, -0.124, -0.191, -0.199, -0.141, -0.287, -0.254, 0.073, 0.242, 0.121, -0.199, 0.231, 0.236, 0.227, 0.235, 0.228, 0.227, 0.435, 0.242, 0.230, 0.237, 0.237, 0.223, 0.245, 0.241, 0.247, 0.240]}



[2]
{"formula": "C26H18BrClF4N2NiO4PS2", "method": "ωB97M-V/def2-TZVPD", "spin_multiplicity": 3, "lumo_energy_ev": [-2.64, -3.32], "orbital_gap_ev": [8.98, 8.41], "total_charge": 1, "species": ["Br", "Ni", "Cl", "S", "S", "P", "F", "F", "F", "F", "O", "O", "O", "O", "N", "N", "C", "C", "C", "C", "C", "C", "C", "C", "C", "C", "C", "C", "C", "C", "C", "C", "C", "C", "C", "C", "C", "C", "C", "C", "C", "C", "H", "H", "H", "H", "H", "H", "H", "H", "H", "H", "H", "H", "H", "H", "H", "H", "H", "H"], "xyz": [[-1.0270, 2.4922, 1.0459], [-0.9111, -0.2127, 1.1774], [-1.9261, -2.5581, 0.3650], [1.4083, -0.8783, 5.1173], [-4.6605, 0.5358, 3.7847], [0.4819, 0.1271, -0.7984], [2.0452, 1.4065, -3.0447], [-0.2489, 5.1806, 0.0713], [2.4321, 3.9947, -3.5806], [1.2980, 5.8968, -2.0175], [-2.3218, -1.2188, -0.1386], [-2.8232, -2.9474, 1.3922], [-0.5782, -2.3082, 0.9581], [-1.8403, -3.4913, -0.6876], [-2.5358, 0.1332, 2.4732], [0.0619, -0.3622, 3.0343], [4.4874, -0.6997, -0.5631], [-4.4840, 0.6704, 1.0112], [1.2707, -0.6719, 3.4304], [-2.2807, -0.0929, -3.7433], [1.1311, 4.6221, -1.7339], [0.3436, 4.2413, -0.6522], [1.7138, 3.6473, -2.5292], [0.1754, 2.8980, -0.3610], [-0.8100, -0.2880, 4.1015], [-3.8061, 0.4114, 2.3093], [-2.2020, 0.0222, 3.8041], [4.4964, -2.0845, -0.6422], [-0.3928, -1.3696, -4.5104], [2.1041, -2.0936, -0.8640], [2.4518, -0.8342, 2.5500], [3.2902, -0.0072, -0.6455], [-3.2348, 0.2122, 4.6628], [0.2828, -1.0910, -3.3321], [3.3049, -2.7796, -0.7964], [-0.3304, -0.3221, -2.3532], [-1.6149, 0.1777, -2.5629], [-1.6707, -0.8741, -4.7171], [-0.2496, -0.5413, 5.3115], [0.7919, 1.8990, -1.1115], [2.0923, -0.6999, -0.8031], [1.5231, 2.3073, -2.2183], [3.3195, -1.1512, 3.1248], [-3.2287, 0.1691, 5.7362], [1.1768, -2.6440, -0.9611], [-2.1015, 0.7754, -1.8009], [-3.9722, 0.1496, 0.2066], [0.0864, -1.9722, -5.2689], [3.3084, -3.8588, -0.8574], [5.4139, -0.1556, -0.4445], [-0.7223, -0.5521, 6.2756], [-4.4886, 1.7431, 0.8068], [-3.2760, 0.2977, -3.9023], [-5.5182, 0.3325, 1.0474], [1.2909, -1.4628, -3.1933], [2.6907, 0.1069, 2.0563], [-2.1931, -1.0946, -5.6372], [2.2445, -1.5811, 1.7835], [5.4330, -2.6221, -0.5880], [3.2987, 1.0710, -0.5768]], "nbo_charge": [0.152, 1.346, 2.530, 0.541, 0.538, 0.830, -0.291, -0.276, -0.262, -0.257, -0.915, -0.782, -0.897, -0.753, -0.586, -0.586, -0.223, -0.680, 0.096, -0.195, 0.318, 0.309, 0.278, -0.123, 0.179, 0.110, 0.066, -0.185, -0.198, -0.205, -0.669, -0.142, -0.408, -0.211, -0.193, -0.287, -0.203, -0.176, -0.444, -0.453, -0.397, 0.419, 0.244, 0.260, 0.243, 0.207, 0.268, 0.228, 0.232, 0.229, 0.261, 0.244, 0.224, 0.251, 0.229, 0.243, 0.228, 0.259, 0.230, 0.206]}



[3]
{"formula": "C26H18F5KN5S", "method": "ωB97M-V/def2-TZVPD", "lumo_energy_ev": 2.46, "orbital_gap_ev": 6.68, "total_charge": -1, "species": ["K", "S", "F", "F", "F", "F", "F", "N", "N", "N", "N", "N", "C", "C", "C", "C", "C", "C", "C", "C", "C", "C", "C", "C", "C", "C", "C", "C", "C", "C", "C", "C", "C", "C", "C", "C", "C", "C", "H", "H", "H", "H", "H", "H", "H", "H", "H", "H", "H", "H", "H", "H", "H", "H", "H", "H"], "xyz": [[-1.5211, -0.1525, 0.1776], [-2.6260, -0.3708, 2.9861], [-1.6803, -2.4346, 4.9725], [-2.9934, 2.1157, 4.6889], [-1.3288, -2.1524, 7.6006], [-1.8002, 0.2448, 8.8197], [-2.6307, 2.3653, 7.3191], [0.2963, 0.0044, -1.6461], [-0.8091, 2.6682, -1.7215], [-0.6273, -2.6508, -0.9341], [-1.9506, -2.6236, -1.1766], [-1.9030, 2.2267, -1.0753], [1.0824, 1.0825, -1.3956], [1.7974, -1.0588, -3.2721], [2.1717, -4.6640, -4.4330], [-2.9292, 2.7845, -1.6970], [-1.9757, 0.1105, 7.4928], [0.5283, 2.3854, -1.3014], [2.4687, 1.0228, -1.1031], [0.3297, -2.4053, -1.9773], [1.7234, -3.4519, -3.6650], [1.2762, 3.4854, -0.8942], [-2.5094, 3.6069, -2.7542], [-1.9288, -1.2282, 5.5065], [-2.3615, -0.1743, 4.6949], [-2.5184, -2.9887, -0.0341], [2.2273, -2.1830, -3.9434], [0.7663, -3.5283, -2.6671], [-1.5676, -3.2663, 0.9598], [0.8121, -1.1005, -2.2559], [-1.7400, -1.1016, 6.8701], [-2.5817, 1.0339, 5.3641], [-0.3623, -3.0541, 0.3313], [2.6237, 3.3893, -0.5926], [-1.1388, 3.5029, -2.7281], [3.4165, 4.5725, -0.1131], [-2.3975, 1.1822, 6.7263], [3.1984, 2.1258, -0.7192], [-3.5942, -2.9773, 0.0437], [-1.7406, -3.4787, 2.0000], [3.1839, -4.5340, -4.8189], [0.7620, 4.4383, -0.8249], [-3.1181, 4.1790, -3.4313], [2.2065, -0.0932, -3.5415], [0.3305, -4.4816, -2.3870], [2.9786, -2.0714, -4.7195], [-3.9318, 2.5765, -1.3590], [0.6579, -3.1084, 0.6723], [-0.3610, 3.9343, -3.3349], [2.9616, 0.0610, -1.1620], [3.4187, 4.6416, 0.9785], [3.0091, 5.5106, -0.4934], [4.4581, 4.5088, -0.4326], [1.5220, -4.8613, -5.2908], [4.2533, 1.9979, -0.4962], [2.1665, -5.5620, -3.8131]], "nbo_charge": [0.924, -0.535, -0.310, -0.305, -0.308, -0.309, -0.316, -0.711, -0.161, -0.205, -0.285, -0.295, 0.186, -0.266, -0.614, -0.051, 0.217, 0.040, -0.271, 0.125, -0.101, -0.152, -0.362, 0.294, -0.236, -0.086, -0.191, -0.196, -0.341, 0.175, 0.260, 0.284, -0.053, -0.115, -0.028, -0.614, 0.295, -0.189, 0.213, 0.256, 0.205, 0.201, 0.222, 0.211, 0.206, 0.195, 0.206, 0.227, 0.220, 0.213, 0.209, 0.206, 0.205, 0.206, 0.197, 0.207]}



[4]
{"formula": "C26H18MoN7OSe", "method": "ωB97M-V/def2-TZVPD", "spin_multiplicity": 3, "lumo_energy_ev": [-11.46, -11.29], "orbital_gap_ev": [5.04, 5.19], "total_charge": 3, "species": ["Mo", "Se", "O", "N", "N", "N", "N", "N", "N", "N", "C", "C", "C", "C", "C", "C", "C", "C", "C", "C", "C", "C", "C", "C", "C", "C", "C", "C", "C", "C", "C", "C", "C", "C", "C", "C", "H", "H", "H", "H", "H", "H", "H", "H", "H", "H", "H", "H", "H", "H", "H", "H", "H", "H"], "xyz": [[-0.8435, -0.0068, 0.3902], [-4.1793, 6.7270, -1.1598], [0.2350, 0.2892, 1.8421], [-0.4287, 1.8692, -0.4767], [0.1085, -1.8347, 2.5349], [-4.7308, 5.2746, -0.3573], [-2.7128, 0.9642, 0.4938], [-1.7099, -1.4240, -0.7786], [-2.5843, 6.0826, -1.4902], [-0.5695, -1.8420, 1.3660], [-2.7087, 2.2598, 0.0647], [-2.5355, 4.8673, -1.0031], [-3.8318, 3.0805, 0.1880], [1.2860, -0.2973, 3.9681], [-0.1446, 4.3824, -1.6385], [-2.6342, -2.0224, -2.8967], [-0.7675, -4.2967, 1.4383], [-1.3731, 4.0143, -1.0667], [-4.9375, 1.2628, 1.3056], [0.5515, -0.6322, 2.7850], [2.6875, 0.3187, 6.2775], [-2.0295, -3.7346, -1.3286], [-3.8066, 0.4871, 1.1057], [-1.6093, -2.7449, -0.4585], [-3.7454, 4.4107, -0.3650], [1.4819, -1.2788, 4.9562], [2.5016, 1.2935, 5.3006], [1.8017, 0.9951, 4.1508], [-4.9622, 2.5640, 0.8391], [-1.4801, 2.7381, -0.5132], [-2.2234, -1.0812, -1.9798], [2.1759, -0.9653, 6.1040], [-2.5415, -3.3727, -2.5676], [0.9102, 3.4879, -1.6179], [0.7386, 2.2487, -1.0221], [-0.9670, -2.9686, 0.8322], [-5.7909, 0.8403, 1.8170], [1.5573, 1.5411, -0.9585], [3.2352, 0.5624, 7.1780], [1.6580, 1.7559, 3.3937], [-0.3005, -4.2105, 2.4140], [-0.0449, 5.3653, -2.0833], [-3.0289, -1.7100, -3.8534], [-0.1375, -4.9232, 0.7995], [-2.8661, -4.1271, -3.2724], [1.8662, 3.7459, -2.0511], [2.3234, -1.7205, 6.8631], [-1.7250, -4.8165, 1.5346], [1.0807, -2.2700, 4.8004], [2.9102, 2.2841, 5.4431], [-1.9460, -4.7743, -1.0429], [-2.3165, -0.0204, -2.1887], [-5.8297, 3.2008, 0.9646], [-3.7771, -0.5473, 1.4253]], "nbo_charge": [1.784, 1.188, -0.581, -0.549, -0.320, -0.587, -0.523, -0.508, -0.603, -0.352, 0.231, 0.150, -0.055, -0.124, -0.019, -0.199, -0.711, -0.060, -0.222, 0.566, -0.097, -0.169, 0.103, 0.152, 0.071, -0.137, -0.205, -0.160, -0.023, 0.156, 0.077, -0.198, -0.059, -0.220, 0.110, 0.381, 0.279, 0.236, 0.250, 0.219, 0.291, 0.281, 0.280, 0.285, 0.278, 0.280, 0.252, 0.279, 0.239, 0.247, 0.274, 0.230, 0.282, 0.232]}



no.,E (Eh)
1,-3623.9397
2,-7491.3520
3,-2772.8944
4,-3928.8236